C13H30FNO5P | wB97M-V/def2-TZVPD

Cartesian coordinates (Å):
P  2.3068  1.2911  2.1057
F  0.7838  2.1767  4.6734
O  -3.4208  -2.2233  1.1119
O  2.8549  2.2645  5.4621
O  2.1211  0.3732  -2.3161
O  -1.9257  2.4675  0.5193
O  0.8338  1.1360  1.6259
N  3.6539  3.1609  -0.8590
C  2.0993  2.4013  4.5641
C  0.9218  0.0461  -3.0459
C  2.4683  2.7695  3.1487
C  0.4020  1.7686  0.3582
C  3.8844  2.7439  0.3085
C  -1.4943  0.0694  0.6054
C  -1.0683  1.4304  0.0748
C  -5.0905  -3.9783  1.2322
C  0.8648  0.8385  -4.3397
C  -3.1024  -4.1693  -0.2978
C  0.8523  -1.4510  -3.2892
C  -4.1043  -3.2282  0.3526
C  3.5090  1.3389  0.7781
H  -2.5680  -0.0198  0.4637
H  3.1297  0.7505  -0.0629
H  3.1752  2.4733  -1.4459
H  -5.8005  -3.2877  1.6865
H  1.7894  3.5215  2.7432
H  -4.5635  -4.4926  2.0406
H  -1.1486  1.4043  -1.0129
H  -4.6478  -2.6841  -0.4207
H  1.0166  1.4115  -0.4689
H  -2.5179  -4.6889  0.4666
H  0.0968  0.3470  -2.3984
H  0.5188  2.8467  0.4722
H  1.7115  0.5803  -4.9805
H  0.8932  -1.9995  -2.3474
H  1.6984  -1.7764  -3.8994
H  -0.0538  0.6298  -4.8868
H  -0.0667  -1.7207  -3.8083
H  0.9145  1.9095  -4.1413
H  -1.3222  -0.0284  1.6774
H  -1.7735  2.6176  1.4591
H  -2.9356  -2.6747  1.8112
H  -5.6459  -4.7211  0.6595
H  -2.4060  -3.6140  -0.9281
H  4.4014  0.8157  1.1410
H  3.5017  3.1109  3.1436
H  -0.9935  -0.7417  0.0755
H  -3.6032  -4.9179  -0.9116
H  2.5965  0.2132  2.9398
H  2.8694  0.1165  -2.8673
H  4.3837  3.3926  1.0275

Properties
Relative energy (zero: lowest compared OMol25 entry of this formula, charge and spin): 3.633 eV
E: -37694.5539 eV
E_HOMO: -0.45421 Eh
Lowest unoccupied orbital energy: -2.94 eV
Kohn-Sham gap: 9.416 eV
Charge: +1